(1)
Entry from OMol25: a structure of composition C34H44N9O10P2S2Y (wB97M-V/def2-TZVPD).

Summary:
Charge: +2
Relative energy (zero: lowest compared OMol25 entry of this formula, charge and spin) (eV): 0.311
HOMO-LUMO gap (eV): 7.92
Multiplicity: 1

Positions of all 102 atoms, in Å:
H 0.29728 -4.84940 2.14007
H 2.37713 0.39271 -1.56677
H 4.33260 -6.85110 -0.06927
N 1.24372 0.11477 -3.17136
O -0.86381 4.70309 -0.87456
C 0.31494 -4.51500 -0.32410
C 1.49605 5.47064 0.30473
H 2.42141 -3.75401 2.69416
N -1.27253 2.62390 -3.00063
O 0.83522 1.19647 -6.21481
C -0.19020 1.81016 -6.46480
H 0.46205 -4.10150 -1.31838
H -3.15339 2.63273 -2.15746
O -0.54047 -1.29859 -3.48147
C -2.78534 2.63411 0.80631
C 1.47840 -3.24165 2.90147
H -2.99051 1.80869 -6.35536
H 1.41516 6.68327 2.09489
P 1.76007 3.90624 1.27435
H -0.74932 -4.70972 -0.17585
P 0.53107 5.10356 -1.21906
C 0.83604 6.52371 1.18438
C -3.96919 1.05401 2.13649
O 1.28139 3.96886 -1.89420
C 1.36271 -2.38571 0.32008
N -2.01130 1.67220 0.28367
O -0.57515 0.17278 -1.84786
H 0.73051 -9.06941 0.56883
H 1.82352 -0.40682 -3.80927
C 0.44594 -1.53376 5.84207
H 1.26885 -2.14170 6.20202
H -2.43697 0.71222 4.63378
H 3.00612 -4.79764 -0.43353
C 0.57359 -0.83675 4.64674
H 1.23088 -3.36184 3.95348
C 2.51030 -5.73372 -0.20253
S 2.11334 -2.13070 -1.14315
N 1.87066 0.97048 -2.24829
H -0.15433 6.17472 1.47276
H 3.42861 2.60626 0.79407
H -0.80385 -1.98411 7.52522
H -0.51904 -2.64874 -4.98510
H 0.51324 2.59801 -4.03073
H -0.37002 0.53331 3.28864
C 0.36184 -3.76670 2.04197
H 3.42887 6.11561 0.75663
C -3.23612 -1.40223 1.97203
H 0.02382 1.91214 -8.48204
H 3.34473 5.23598 -0.64920
N 2.87568 5.95735 -0.09192
H 2.82635 6.82543 -0.63027
C -3.16986 0.05288 1.60248
C 0.03188 -0.34292 -2.79600
H -1.36940 2.74485 -7.87711
C 0.17680 -1.93225 -4.56410
H 1.04600 -2.46118 -4.16994
H -5.15420 -1.24941 2.73674
H 2.61973 -1.44210 4.41645
O -2.31037 -2.14526 1.68914
H -2.57610 3.64410 0.47309
O 0.44543 3.17846 1.10577
H -4.37142 3.17061 2.13531
H -2.66401 -0.55782 6.74229
H 2.19735 0.01019 3.49752
H 0.45511 -1.19379 -5.31608
C -3.77486 2.36535 1.73186
C -1.76110 -0.64315 6.15209
C -2.50667 2.06685 -5.42126
H -0.09098 6.82060 -2.44505
H -4.33757 2.19510 -4.29149
C 1.11932 -5.77548 -0.12233
H 2.50546 1.58657 -2.74452
C 1.83694 -0.95744 3.83093
C 1.49755 -1.34156 1.41874
H -0.59552 -3.31774 2.30523
S 1.50768 0.30818 1.07597
C 0.48610 -6.97869 0.15927
C 1.23138 -8.13504 0.35345
H 3.19570 -8.98772 0.42712
H -1.55751 -0.34729 0.25324
C -3.25966 2.26662 -4.27287
C 3.25314 -6.88596 -0.00233
C -0.71875 -1.44192 6.59309
C 2.61388 -8.08854 0.27482
H -4.40194 -2.79608 2.86435
C -0.55980 2.48196 -4.11604
C -1.12517 2.16500 -5.34223
H -4.72296 0.83396 2.88254
N -4.33624 -1.81997 2.62677
O 2.79573 3.12307 0.27081
O 2.42276 4.22568 2.54096
N -0.56055 2.17534 -7.70488
C -2.60345 2.51862 -3.08290
H -0.59565 -7.01590 0.22346
N 0.68673 -3.47543 0.64366
N 1.62669 -1.80512 2.64233
C -1.63467 0.06353 4.96215
O 0.69873 6.47820 -2.00248
Y 0.06462 2.22200 -0.89437
C -0.47654 -0.03174 4.20821
H 0.71857 7.46801 0.64882
C -2.19878 0.41122 0.68047

---

(2)
Entry from OMol25: the ion C5H12NS with charge -1 (wB97M-V/def2-TZVPD).

Summary:
Charge: -1
SMILES string: CCNCCC[S-]
Relative energy (zero: lowest compared OMol25 entry of this formula, charge and spin) (eV): 2.298
HOMO-LUMO gap (eV): 5.73
Multiplicity: 1

Positions of all 19 atoms, in Å:
H 1.93142 -0.62167 0.09515
C -1.96154 -1.68416 0.23895
C 1.52564 1.43348 -0.56398
H -2.01428 -0.53658 0.54021
C 0.44027 2.33987 0.07181
H -0.53817 1.69615 -0.06671
H -0.04596 -1.72729 1.30031
H -2.31850 -1.72185 -0.85663
S 0.52300 4.10296 -0.41010
H -0.21037 -2.99809 -0.03851
H 1.53035 1.31399 -1.64757
H -0.51938 -0.55132 -1.18043
N 0.25173 -1.05081 -0.72257
H 0.65784 2.19769 1.23076
H -2.73155 -2.21377 0.85877
C 1.01463 0.01516 -0.03432
H 2.46115 1.77556 -0.04700
C -0.48352 -1.96350 0.34441
H 0.48723 0.19417 0.88746

---

(3)
Entry from OMol25: a cluster of 2 separate species, C6H10BN in total (wB97M-V/def2-TZVPD).

Summary:
Charge: 0
Relative energy (zero: lowest compared OMol25 entry of this formula, charge and spin) (eV): 6.599
HOMO-LUMO gap (alpha / beta) (eV): 7.87 / 7.02
Multiplicity: 1

Positions of all 18 atoms, in Å:
C 2.02315 -0.16871 -0.25272
H -1.46917 1.54689 -1.20627
N -2.46299 1.51840 -0.93852
C -1.63220 -1.37907 -0.22767
C -0.57110 -1.20922 0.71156
H 3.42076 1.23632 -0.88755
H 4.02109 -0.43077 -0.84411
C 1.04088 0.70352 0.36585
C 3.20160 0.22335 -0.71000
H -0.18072 -2.08656 1.24684
H 1.61263 -1.17862 -0.32540
H 1.50376 1.79014 0.46869
C -0.03152 0.06479 0.84617
H -2.67449 2.21322 -0.26100
H -2.16003 -2.29577 -0.14896
H -1.88710 -1.02776 -1.19690
H -2.23912 0.19287 2.14460
B -1.51544 0.28699 1.21541